{"formula": "C23H16BiClF4N4O3STe", "method": "ωB97M-V/def2-TZVPD", "symbols": ["Bi", "C", "S", "O", "C", "C", "C", "C", "C", "C", "H", "H", "H", "H", "H", "H", "H", "H", "F", "C", "C", "F", "C", "C", "C", "F", "C", "C", "C", "N", "C", "N", "F", "C", "C", "N", "C", "N", "Cl", "C", "C", "O", "O", "H", "H", "C", "Te", "C", "H", "H", "H", "H", "H", "H"], "positions_angstrom": [[2.088, 0.705, 0.147], [0.198, 4.350, -0.153], [-0.420, 3.139, 1.028], [-0.071, 1.756, 0.443], [0.726, 3.340, 2.399], [2.080, 3.612, 2.221], [2.931, 3.554, 3.317], [2.427, 3.256, 4.578], [1.066, 3.046, 4.756], [0.211, 3.082, 3.662], [1.147, 4.013, -0.563], [0.298, 5.313, 0.346], [-0.537, 4.426, -0.953], [2.467, 3.934, 1.262], [3.983, 3.774, 3.187], [3.097, 3.222, 5.426], [0.669, 2.871, 5.747], [-0.855, 2.928, 3.789], [-1.206, -3.160, -5.445], [-2.004, -2.728, -4.492], [-3.343, -2.870, -4.637], [-3.800, -3.441, -5.719], [-4.282, -2.409, -3.640], [-3.693, -1.823, -2.459], [-2.360, -1.669, -2.337], [-1.873, -1.145, -1.210], [-1.435, -2.072, -3.355], [-0.066, -1.832, -3.244], [0.476, -0.995, -2.265], [0.942, -0.250, -1.517], [0.920, -2.367, -4.131], [1.756, -2.809, -4.784], [-4.469, -1.427, -1.479], [-5.641, -2.507, -3.806], [-6.257, -3.006, -4.991], [-6.794, -3.343, -5.951], [-6.582, -2.087, -2.820], [-7.376, -1.774, -2.050], [6.569, -0.758, -0.029], [5.337, -1.942, 0.514], [4.070, -1.137, 0.521], [3.741, -0.429, 1.513], [3.338, -1.097, -0.523], [5.612, -2.288, 1.503], [5.294, -2.745, -0.213], [1.541, -1.039, 3.567], [0.643, -1.204, 1.621], [-1.187, -0.328, 2.314], [1.269, -0.073, 3.986], [2.616, -1.117, 3.450], [1.165, -1.849, 4.187], [-1.593, -1.012, 3.056], [-1.864, -0.226, 1.472], [-0.970, 0.638, 2.755]], "e_lumo_ev": [-8.440, -8.424], "charge": 2}

***

{"formula": "C23H16Co2NO6", "method": "ωB97M-V/def2-TZVPD", "symbols": ["C", "N", "C", "C", "C", "H", "C", "C", "C", "C", "C", "C", "C", "C", "C", "C", "H", "H", "H", "H", "H", "H", "H", "H", "H", "H", "H", "H", "O", "C", "Co", "C", "O", "C", "O", "C", "C", "C", "Co", "C", "O", "C", "O", "C", "O", "H", "H", "H"], "positions_angstrom": [[3.772, -3.219, -1.684], [3.448, -2.018, -0.913], [3.064, -0.893, -1.623], [2.865, 0.332, -0.882], [3.412, 0.375, 0.423], [-0.958, 2.241, 0.605], [3.213, -0.802, 1.174], [3.417, -2.043, 0.475], [3.540, -3.228, 1.222], [3.380, -3.250, 2.604], [2.942, -2.085, 3.249], [2.817, -0.892, 2.539], [2.098, 1.318, -1.581], [2.057, 1.329, -2.977], [2.540, 0.229, -3.712], [2.903, -0.935, -3.027], [3.941, -4.064, -1.025], [2.952, -3.475, -2.361], [4.666, -3.101, -2.310], [3.659, 1.326, 0.884], [3.834, -4.166, 0.771], [3.674, -4.145, 3.156], [2.689, -2.157, 4.306], [2.339, -0.017, 2.983], [1.482, 2.031, -1.024], [1.635, 2.185, -3.514], [2.669, 0.328, -4.794], [3.149, -1.836, -3.598], [-3.677, 0.966, 4.284], [-4.335, 1.157, 3.337], [-5.290, 1.370, 1.841], [-5.136, -0.234, 1.153], [-4.932, -1.324, 0.789], [-6.793, 2.250, 2.197], [-7.762, 2.810, 2.511], [-3.748, 2.327, 1.174], [-2.802, 1.542, 0.536], [-1.396, 1.269, 0.783], [-4.081, 1.919, -0.592], [-3.923, 0.410, -1.618], [-3.831, -0.451, -2.388], [-3.035, 2.893, -1.825], [-2.359, 3.436, -2.588], [-5.656, 2.614, -1.051], [-6.685, 3.018, -1.401], [-3.585, 3.359, 1.553], [-0.983, 0.445, 0.143], [-1.190, 0.854, 1.792]], "e_lumo_ev": 0.836, "charge": -1}

***

{"formula": "C23H16N2O5S2", "method": "ωB97M-V/def2-TZVPD", "symbols": ["O", "C", "C", "C", "C", "C", "O", "H", "H", "H", "O", "C", "C", "C", "C", "C", "C", "H", "H", "N", "C", "N", "S", "O", "O", "C", "C", "C", "C", "C", "C", "H", "H", "H", "H", "C", "C", "C", "C", "C", "S", "H", "H", "H", "H", "H", "H", "H"], "positions_angstrom": [[-3.451, -1.653, 0.795], [-4.060, -0.747, 0.291], [-5.510, -0.563, 0.330], [-6.309, 0.432, -0.187], [-7.628, 0.090, 0.160], [-7.536, -1.082, 0.859], [-6.271, -1.479, 0.965], [-8.287, -1.700, 1.313], [-8.520, 0.633, -0.073], [-5.976, 1.287, -0.738], [-3.495, 0.255, -0.429], [-2.118, 0.314, -0.558], [-1.260, 0.145, 0.520], [0.104, 0.254, 0.328], [0.619, 0.519, -0.938], [-0.249, 0.712, -2.008], [-1.612, 0.607, -1.820], [-2.298, 0.746, -2.641], [0.145, 0.926, -2.989], [2.013, 0.659, -1.127], [2.904, -0.185, -0.565], [4.106, 0.203, -0.308], [4.990, -1.009, 0.406], [5.261, -0.641, 1.764], [6.098, -1.389, -0.416], [3.676, -2.235, 0.297], [3.678, -3.566, 0.630], [2.539, -4.309, 0.340], [1.459, -3.713, -0.294], [1.471, -2.366, -0.629], [2.592, -1.611, -0.306], [0.625, -1.936, -1.139], [0.590, -4.305, -0.535], [2.501, -5.357, 0.595], [4.543, -4.012, 1.096], [2.465, 2.022, -1.421], [2.267, 2.901, -0.232], [3.043, 2.984, 0.882], [2.509, 3.855, 1.859], [1.332, 4.411, 1.478], [0.843, 3.884, -0.084], [0.715, 5.106, 2.012], [2.985, 4.056, 2.801], [3.959, 2.432, 0.992], [3.526, 1.956, -1.667], [1.896, 2.395, -2.274], [0.780, 0.136, 1.161], [-1.654, -0.064, 1.501]], "e_lumo_ev": -0.128, "charge": 0, "smiles": "O=C(Oc1ccc(N(Cc2cccs2)C2=NS(=O)(=O)c3ccccc32)cc1)c1ccco1"}

***

no.,electronic energy (a.u.)
1,-3070.56319
2,-4157.64142
3,-2168.13233